1.
Here is C26H50N2O3P2Re as an isolated structure from the OMol25 dataset. Energies are from ωB97M-V/def2-TZVPD.

Values from the calculation:
LUMO level (alpha / beta): -12.195 / -15.456 eV
HOMO level (alpha / beta): -18.285 / -19.671 eV
molecular weight: 686.9 g/mol
DFT total energy: -2115.09979 hartree

Geometry as ORCA input:
```
! wB97M-V def2-TZVPD RIJCOSX def2/J DEFGRID3
* xyz 4 4
Re 0.575 0.156 -0.626
C 1.178 -0.201 -2.387
O 1.555 -0.361 -3.512
C 1.140 1.964 -0.526
O 1.553 3.078 -0.561
P -1.715 0.329 -1.792
C -3.081 1.172 -0.803
H -3.851 1.419 -1.556
C -1.599 1.605 -3.218
H -0.734 2.170 -2.820
C -3.062 -1.249 -2.526
H -3.257 -1.514 -1.424
C 2.447 -2.906 -0.365
P 2.222 -1.121 0.230
H 3.562 -1.744 2.130
H 1.532 -3.374 0.044
C 4.013 -0.389 -0.130
H 4.686 -1.213 0.156
C -1.185 1.031 -4.580
H -2.031 0.601 -5.135
H -0.368 0.303 -4.524
H -0.815 1.871 -5.191
C -2.753 2.594 -3.423
H -2.452 3.318 -4.193
H -3.010 3.175 -2.535
H -3.657 2.097 -3.796
C -4.136 -0.519 -3.379
H -4.768 0.147 -2.768
H -4.780 -1.306 -3.827
H -3.754 0.070 -4.236
C -2.077 -2.043 -3.391
H -2.523 -3.012 -3.636
H -1.113 -2.234 -2.913
H -1.844 -1.550 -4.345
C -3.660 0.188 0.218
H -4.238 -0.632 -0.238
H -4.343 0.729 0.891
H -2.846 -0.238 0.822
C -2.518 2.451 -0.159
H -1.750 2.169 0.577
H -3.328 2.982 0.366
H -2.063 3.147 -0.883
C 3.694 -3.607 0.202
H 3.805 -3.542 1.287
H 4.614 -3.234 -0.270
H 3.606 -4.675 -0.051
C 2.417 -3.154 -1.884
H 3.266 -2.688 -2.404
C 2.130 -0.351 2.906
H 1.488 -2.817 -2.362
H 2.493 -4.240 -2.051
C 1.776 -2.781 2.665
H 1.036 -0.294 2.986
H 2.555 -0.450 3.923
H 2.462 0.598 2.456
C 2.486 -1.557 2.054
H 1.668 -2.599 3.777
H 2.516 -3.684 2.970
H 0.700 -2.845 2.411
C 4.297 0.840 0.745
H 3.498 1.589 0.603
H 5.240 1.321 0.435
H 4.379 0.589 1.811
C 4.294 -0.039 -1.600
H 4.045 -0.838 -2.309
H 5.362 0.208 -1.734
H 3.729 0.856 -1.901
H 2.011 -3.796 2.085
H -3.805 -2.146 -2.186
N -1.218 3.463 6.514
C -1.805 2.351 5.964
O -2.702 1.745 6.551
C -1.332 1.944 4.599
C -0.494 2.726 3.798
C -0.132 2.272 2.521
N -0.538 1.082 1.999
C -1.361 0.334 2.780
C -1.776 0.723 4.062
H -1.466 3.677 7.465
H -0.342 3.817 6.177
H -0.113 3.696 4.112
H 0.502 2.893 1.884
H -1.688 -0.621 2.366
H -2.447 0.072 4.609
*
```



2.
Here is a 11-piece molecular cluster, C26H50O8 overall from the OMol25 dataset. Energies are from ωB97M-V/def2-TZVPD.

Values from the calculation:
LUMO level: 0.416 eV
SMILES string: c1ccccc1.c1ccccc1.c1ccccc1.CO.CO.CO.CO.CO.CO.CO.CO
HOMO level: -9.209 eV
molecular weight: 490.7 g/mol
DFT total energy: -1622.41860 hartree

Geometry as ORCA input:
```
! wB97M-V def2-TZVPD RIJCOSX def2/J DEFGRID3
* xyz 0 1
C -20.321 -6.231 14.072
O -20.567 -5.204 15.017
H -21.120 -6.223 13.331
H -19.353 -5.978 13.478
H -20.276 -7.207 14.536
H -19.697 -4.999 15.382
C -18.595 -6.184 8.846
O -18.314 -5.211 9.868
H -17.825 -6.095 8.049
H -18.593 -7.202 9.170
H -19.629 -5.900 8.530
H -17.985 -5.714 10.628
C -19.289 -10.331 8.476
O -18.156 -10.329 7.651
H -20.125 -10.004 7.854
H -19.465 -11.266 9.003
H -19.160 -9.683 9.310
H -17.517 -10.901 8.134
C -16.660 -3.679 13.125
O -17.192 -4.676 14.056
H -15.644 -3.927 12.865
H -17.230 -3.874 12.240
H -16.718 -2.664 13.557
H -16.447 -4.923 14.611
C -19.535 -11.341 16.929
O -20.346 -11.238 15.770
H -18.559 -10.859 16.791
H -20.060 -10.847 17.751
H -19.296 -12.354 17.259
H -21.271 -11.415 15.981
C -16.877 -7.651 17.269
O -16.215 -6.422 16.822
H -17.566 -7.398 18.100
H -17.297 -8.121 16.361
H -16.063 -8.229 17.688
H -16.899 -5.828 16.457
C -15.334 -12.734 9.000
O -16.676 -12.177 9.130
H -14.749 -12.387 9.884
H -15.371 -13.819 8.838
H -14.811 -12.277 8.136
H -17.268 -12.716 9.697
C -18.638 -13.150 12.207
O -18.582 -13.291 10.769
H -17.704 -13.596 12.574
H -18.767 -12.128 12.565
H -19.452 -13.791 12.575
H -19.448 -13.112 10.406
C -13.468 -4.636 11.441
C -13.496 -3.265 11.412
C -13.113 -2.540 12.525
C -12.812 -3.251 13.707
C -12.723 -4.612 13.710
C -13.022 -5.301 12.563
H -13.708 -5.230 10.548
H -13.804 -2.835 10.495
H -13.055 -1.444 12.463
H -12.502 -2.637 14.592
H -12.471 -5.206 14.603
H -12.868 -6.348 12.505
C -16.768 -9.916 12.881
C -16.546 -10.219 11.578
C -16.242 -9.237 10.623
C -16.096 -7.901 11.051
C -16.378 -7.601 12.362
C -16.773 -8.605 13.245
H -16.968 -10.769 13.504
H -16.525 -11.215 11.150
H -16.114 -9.463 9.593
H -15.759 -7.097 10.375
H -16.281 -6.583 12.748
H -17.054 -8.274 14.245
C -12.561 -5.345 6.732
C -13.442 -6.358 7.058
C -14.668 -6.060 7.684
C -15.072 -4.767 7.946
C -14.181 -3.714 7.737
C -12.981 -4.021 7.047
H -11.658 -5.529 6.163
H -13.257 -7.385 6.794
H -15.271 -6.932 7.919
H -16.058 -4.519 8.328
H -14.415 -2.670 7.939
H -12.298 -3.220 6.841
*
```



3.
Here is a 8-piece molecular cluster, C26H51BF4N11O22P overall from the OMol25 dataset. Energies are from ωB97M-V/def2-TZVPD.

Values from the calculation:
LUMO level: -0.978 eV
HOMO level: -9.093 eV
molecular weight: 987.5 g/mol
DFT total energy: -4043.89799 hartree

Geometry as ORCA input:
```
! wB97M-V def2-TZVPD RIJCOSX def2/J DEFGRID3
* xyz 0 1
C 2.310 -3.941 0.053
C 2.437 -2.769 0.108
C 2.474 -1.324 0.156
P 3.757 -0.912 1.559
O 4.717 -2.217 1.679
O 4.613 0.374 1.011
C 2.892 -0.895 -1.299
B 4.286 -1.543 -1.745
O 5.389 -1.420 -0.983
O 4.390 -2.181 -2.967
C 3.681 -3.409 -3.119
N 2.891 0.586 -1.369
C 3.001 1.121 -2.692
F 2.551 0.287 -3.637
F 2.344 2.288 -2.811
F 4.305 1.368 -2.970
C 1.906 1.166 -0.557
N 2.124 2.298 -0.022
C 1.188 3.117 0.872
O 0.743 2.569 1.865
O 1.080 4.283 0.419
N 0.723 0.461 -0.293
O 0.117 0.045 -1.494
C -0.610 1.112 -2.138
C -1.263 2.133 -1.212
C -2.589 2.618 -1.827
C 1.054 -0.720 0.524
F 1.135 -0.227 1.805
C -0.078 -1.710 0.545
C -1.413 -1.021 0.924
C -2.539 -1.507 0.015
C -3.908 -1.034 0.512
N -4.778 -0.710 -0.637
C -6.159 -0.355 -0.168
C -4.917 -1.844 -1.487
C -5.054 -1.525 -2.951
O -4.914 -2.982 -1.093
H 2.133 -4.977 -0.088
H 4.884 -2.682 0.845
H 4.858 0.328 0.074
H 2.128 -1.318 -1.950
H 6.177 -1.691 -1.494
H 4.129 -4.189 -2.509
H 2.618 -3.319 -2.913
H 3.779 -3.705 -4.158
H 3.019 2.732 -0.215
H 0.009 1.588 -2.894
H -1.396 0.604 -2.690
H -0.621 3.007 -1.192
H -1.432 1.754 -0.214
H -2.368 3.464 -2.476
H -3.058 1.872 -2.457
H -3.257 3.002 -1.067
H 0.109 -2.459 1.302
H -0.214 -2.199 -0.414
H -1.667 -1.335 1.935
H -1.322 0.058 0.962
H -2.547 -2.590 0.092
H -2.349 -1.172 -1.002
H -4.364 -1.816 1.121
H -3.813 -0.130 1.106
H -6.571 0.400 -0.830
H -6.794 -1.238 -0.218
H -6.088 0.018 0.844
H -4.098 -1.612 -3.453
H -5.795 -2.200 -3.366
H -5.428 -0.509 -3.040
C 2.984 2.479 4.267
N 3.846 3.103 5.306
O 3.853 2.616 6.415
O 4.498 4.073 4.971
H 2.469 1.635 4.705
H 2.278 3.231 3.928
H 3.630 2.162 3.453
C 8.757 -1.027 -4.108
N 8.344 -0.678 -2.722
O 7.932 -1.581 -2.007
O 8.442 0.473 -2.389
H 8.610 -2.091 -4.252
H 8.135 -0.449 -4.784
H 9.802 -0.755 -4.213
C 6.454 4.921 7.208
N 7.318 5.533 8.256
O 7.313 5.033 9.360
O 7.975 6.499 7.930
H 5.930 4.076 7.636
H 5.756 5.680 6.873
H 7.101 4.608 6.395
C -7.804 3.810 -2.993
N -6.812 2.734 -2.720
O -5.641 3.033 -2.701
O -7.254 1.618 -2.534
H -7.267 4.740 -3.137
H -8.351 3.528 -3.887
H -8.466 3.867 -2.135
C -5.274 -5.486 0.807
N -5.916 -6.713 1.356
O -5.750 -7.758 0.758
O -6.571 -6.586 2.365
H -4.731 -5.748 -0.094
H -6.062 -4.773 0.589
H -4.604 -5.098 1.568
C 0.532 6.312 3.187
N 0.194 6.779 4.560
O -0.322 5.984 5.317
O 0.459 7.931 4.830
H 0.240 5.272 3.086
H -0.012 6.936 2.486
H 1.603 6.430 3.057
C -6.439 -7.092 -2.471
N -5.500 -6.441 -3.426
O -5.729 -6.549 -4.611
O -4.562 -5.845 -2.944
H -7.221 -7.585 -3.035
H -5.866 -7.805 -1.887
H -6.847 -6.312 -1.836
*
```



4.
Here is C26H51Cl3CrN2O6PSi as an isolated structure from the OMol25 dataset. Energies are from ωB97M-V/def2-TZVPD.

Values from the calculation:
LUMO level (alpha / beta): 2.404 / 2.401 eV
HOMO level (alpha / beta): -2.018 / -4.979 eV
molecular weight: 705.1 g/mol
DFT total energy: -4638.38855 hartree

Geometry as ORCA input:
```
! wB97M-V def2-TZVPD RIJCOSX def2/J DEFGRID3
* xyz -1 5
C 1.746 -0.859 -4.097
C 1.218 0.501 -3.887
H 1.512 -1.283 -5.076
H 1.290 -1.496 -3.330
H 2.837 -0.914 -3.935
C 0.675 1.265 -4.855
C 0.525 0.829 -6.277
H 0.371 2.290 -4.630
H 0.495 -0.267 -6.384
H 1.340 1.218 -6.912
H -0.414 1.239 -6.682
Cr 0.064 -0.333 0.066
Cl 2.220 -0.230 0.569
Cl -0.287 -2.507 0.313
C 0.572 2.622 0.881
O -0.234 1.689 0.612
N 0.180 3.875 1.178
C -1.234 4.254 1.170
C 1.143 4.982 1.213
H 1.662 2.455 0.871
H -1.849 3.355 1.245
H -1.492 4.801 0.250
H -1.427 4.911 2.028
H 2.158 4.580 1.132
H 1.049 5.534 2.160
H 0.972 5.687 0.390
H -1.397 -0.933 -3.182
H -2.588 1.649 -3.730
C -2.349 -1.038 -2.645
C -3.361 1.196 -3.094
N -2.775 0.263 -2.138
H -2.206 -1.729 -1.812
C -2.566 0.590 -0.850
O -1.982 -0.169 -0.037
H -3.888 1.988 -2.553
H -2.963 1.579 -0.541
H -3.114 -1.404 -3.336
H -4.059 0.652 -3.738
O 0.249 0.053 -1.822
C 1.182 0.894 -2.420
C -0.202 3.060 -2.259
C 1.033 2.422 -2.211
H -1.116 2.453 -2.293
C -0.265 4.457 -2.338
H 2.148 0.605 -1.975
C 2.194 3.189 -2.172
H -1.239 4.947 -2.417
C 0.903 5.224 -2.343
C 2.141 4.579 -2.249
H 3.163 2.674 -2.129
H 0.847 6.317 -2.423
H 3.063 5.165 -2.250
Si 0.695 -5.012 -0.863
Cl 1.062 -3.458 -2.258
C -1.135 -5.358 -0.678
C 1.847 -4.747 0.612
C 1.277 -6.698 -1.569
H -1.746 -4.450 -0.726
H -1.351 -5.870 0.270
H -1.460 -6.033 -1.483
H 0.545 -7.069 -2.303
H 1.348 -7.461 -0.781
H 2.254 -6.627 -2.056
H 1.922 -3.697 0.922
H 2.860 -5.087 0.339
H 1.513 -5.344 1.474
C 0.352 2.564 4.759
C 1.247 1.501 4.169
O 0.553 0.557 3.312
P -0.936 -0.003 3.706
O -0.644 -0.644 5.182
C 0.335 -1.711 5.377
C 0.778 -1.604 6.810
O -1.017 -1.305 2.728
C -2.163 -2.199 2.755
C -1.691 -3.624 2.801
H -0.204 3.097 3.983
H 0.993 3.287 5.266
H -0.349 2.163 5.503
H 2.008 1.927 3.506
H 1.778 0.947 4.955
H -0.171 -2.664 5.176
H 1.178 -1.596 4.680
H 1.277 -0.646 6.988
H -0.089 -1.662 7.472
H 1.468 -2.413 7.054
H -2.792 -1.976 3.628
H -2.734 -1.991 1.846
H -1.070 -3.825 3.679
H -2.559 -4.286 2.819
H -1.122 -3.861 1.892
*
```



5.
Here is C26H51Cl3InN2O3PSi as an isolated structure from the OMol25 dataset. Energies are from ωB97M-V/def2-TZVPD.

Values from the calculation:
LUMO level: 0.170 eV
HOMO level: -7.426 eV
molecular weight: 719.9 g/mol
DFT total energy: -3558.18268 hartree

Geometry as ORCA input:
```
! wB97M-V def2-TZVPD RIJCOSX def2/J DEFGRID3
* xyz 0 1
C 3.252 -1.805 -2.977
C 2.094 -0.980 -3.429
H 3.663 -2.367 -3.821
H 2.923 -2.526 -2.216
H 4.033 -1.160 -2.543
C 1.503 -1.101 -4.629
C 1.958 -2.081 -5.664
H 0.691 -0.425 -4.929
H 2.192 -3.079 -5.261
H 2.841 -1.702 -6.205
H 1.150 -2.189 -6.397
In 0.328 0.003 0.511
Cl 2.101 1.573 0.889
Cl 0.941 -2.285 1.435
H -2.057 0.669 5.729
H 0.389 1.705 6.521
C -1.440 -0.182 5.409
C 0.775 0.766 6.097
N -0.101 0.282 5.031
H -1.906 -0.703 4.569
C 0.298 0.334 3.763
O -0.429 -0.038 2.793
H 1.770 0.936 5.669
H 1.304 0.762 3.604
H -1.345 -0.853 6.271
H 0.838 0.021 6.901
H -0.074 -3.248 -1.372
H -1.516 -2.056 -3.851
C -1.160 -3.439 -1.254
C -2.333 -2.399 -3.200
N -1.951 -2.322 -1.791
H -1.386 -3.581 -0.183
C -2.124 -1.204 -1.089
O -1.675 -1.046 0.091
H -3.207 -1.762 -3.366
H -2.710 -0.418 -1.599
H -1.440 -4.327 -1.842
H -2.553 -3.444 -3.437
O 0.988 -0.792 -1.370
C 1.558 -0.018 -2.368
C -0.742 0.842 -3.083
C 0.617 1.069 -2.934
H -1.109 -0.131 -2.758
C -1.542 1.784 -3.722
H 2.439 0.539 -1.989
C 1.183 2.260 -3.391
H -2.587 1.530 -3.876
C -0.981 2.967 -4.204
C 0.384 3.213 -4.024
H 2.267 2.376 -3.291
H -1.619 3.670 -4.744
H 0.839 4.133 -4.389
Si 3.033 -2.968 2.078
Cl 3.826 -2.253 0.234
C 1.949 -4.539 2.624
C 3.527 -1.460 3.123
C 4.451 -4.283 2.561
H 0.875 -4.499 2.403
H 2.037 -4.668 3.709
H 2.318 -5.433 2.110
H 4.267 -5.238 2.050
H 4.465 -4.511 3.636
H 5.464 -3.972 2.282
H 2.936 -0.565 2.892
H 4.586 -1.203 2.945
H 3.406 -1.701 4.187
C -4.479 1.632 0.046
C -3.356 2.571 -0.379
P -1.693 2.136 0.280
C -0.700 3.564 -0.370
C -1.177 4.951 0.040
C -1.943 2.473 2.092
C -2.951 3.515 2.540
H -4.187 0.580 -0.070
H -5.347 1.834 -0.595
H -4.784 1.801 1.087
H -3.251 2.602 -1.474
H -3.558 3.599 -0.051
H 0.329 3.360 -0.030
H -0.719 3.445 -1.466
H -0.966 5.161 1.093
H -0.653 5.699 -0.566
H -2.251 5.095 -0.122
H -2.232 1.489 2.492
H -0.940 2.692 2.494
H -3.977 3.240 2.274
H -2.911 3.580 3.635
H -2.725 4.502 2.131
*
```



> Among the records above, which one has the highest molecular weight?

C26H51BF4N11O22P